Computed, not measured: a cluster of 4 separate species, C12H20FN2O6P in total in a non-equilibrium geometry, with ωB97M-V/def2-TZVPD.

SMILES: O=P(O)(O)Cc1cc(F)cc2nccnc12.CO.CO.CO
HOMO energy: -8.60 eV
DFT total energy: -1471.3910 Eh
Kohn-Sham gap: 7.94 eV

The geometry in XYZ format:
```
42
C12H20FN2O6P | the OMol25 dataset | ωB97M-V/def2-TZVPD
P -1.5188 1.8918 2.0675
F 1.3779 -3.2923 2.8797
O -2.5020 2.3009 0.7666
O 3.9999 2.5151 -2.9890
O 2.5129 0.4523 -0.9057
O -1.5941 2.9032 3.1625
O -4.9100 -0.8802 1.3263
O -2.0957 0.4381 2.7184
N -0.8638 0.3716 -0.9413
N -0.8498 -2.6368 -1.4959
C -5.0925 -2.2835 1.4865
C -1.4191 -0.2024 -2.0517
C 4.5145 3.8088 -2.6957
C 0.8974 -0.9120 2.2645
C 0.2601 1.5334 1.5073
C 3.4776 -0.5800 -1.0466
C -0.3134 -2.0194 -0.3667
C 0.3155 -0.0323 1.2510
C -1.3964 -1.6784 -2.3076
C -0.3047 -0.5713 -0.0873
C 0.3072 -2.9241 0.6931
C 0.8709 -2.4028 1.9513
H 4.3448 2.2598 -3.8521
H 3.2824 -1.1485 -1.9601
H -1.9303 0.4625 -2.8037
H 2.6043 1.0245 -1.6800
H -3.0089 1.4891 0.5440
H 0.5138 2.1013 0.5675
H 4.1838 4.5203 -3.4561
H 4.1392 4.1218 -1.7227
H -1.9011 -2.0428 -3.2506
H 4.4806 -0.1471 -1.0863
H -5.7619 -0.4598 1.4919
H 1.3402 -0.5147 3.2218
H -5.4244 -2.5001 2.5044
H -5.8330 -2.6445 0.7691
H -4.1418 -2.7824 1.3043
H 0.3319 -4.0370 0.5179
H 0.9300 1.8322 2.3704
H 3.4059 -1.2455 -0.1864
H 5.6063 3.7758 -2.6679
H -2.9000 0.1574 2.2367
```